Entry from OMol25: C20H30BrClF6LiN6Na2O7PS2 as an isolated structure in a non-equilibrium geometry (the ωB97M-V functional and the def2-TZVPD basis).

```
77
C20H30BrClF6LiN6Na2O7PS2, DFT the ωB97M-V functional and the def2-TZVPD basis
C 4.16292 -2.43639 2.10734
C 3.44752 -2.15592 0.97426
C 3.82637 -0.91585 0.24889
C 4.84321 -0.94238 -0.67733
C 5.19243 0.17523 -1.33452
C 4.54214 1.30992 -1.01153
C 3.54504 1.37732 -0.07126
C 3.14628 0.22060 0.56903
N 2.07623 0.23405 1.52554
C 0.72450 0.41161 0.92352
C 0.12127 -0.92686 0.52211
C 3.08946 2.76813 0.04707
O 2.04674 3.16521 0.53856
N 4.11025 3.58081 -0.51224
C 4.70369 2.69117 -1.53168
O 5.14850 3.11565 -2.54933
H 3.76993 -2.30025 3.09775
H 5.19059 -2.75367 1.96592
H 2.64304 -2.78000 0.61055
H 5.33192 -1.87984 -0.85480
H 5.97799 0.19437 -2.06551
H 2.20807 0.99151 2.17574
H 0.76455 1.02392 0.02922
H 0.07089 0.92023 1.63055
H -0.51659 -1.34484 1.31344
H -0.46518 -0.77320 -0.37922
H 0.90666 -1.62243 0.28713
H 4.79821 3.56757 0.23938
O -1.93215 0.57449 -2.01256
P -3.13495 0.88677 -2.88420
N -2.48031 2.31630 -3.61498
C -2.83019 3.71678 -3.57557
C -1.37642 2.06058 -4.50279
N -4.29085 0.91734 -1.60636
C -5.14279 2.04174 -1.17010
C -3.90346 0.11867 -0.45612
N -4.45195 0.76017 -4.10861
C -4.11867 -0.20096 -5.11679
C -5.30575 1.80249 -4.68813
H -3.18665 4.07038 -4.55453
H -1.95694 4.32281 -3.30321
H -3.60485 3.94661 -2.85903
H -1.73233 1.84830 -5.55674
H -0.78155 1.20822 -4.17572
H -0.69119 2.90266 -4.54958
H -4.58601 2.95657 -1.03814
H -5.60803 1.83054 -0.19652
H -6.00450 2.18675 -1.85530
H -3.23004 0.68149 0.22126
H -3.39471 -0.80058 -0.75159
H -4.78692 -0.18298 0.11063
H -3.44313 0.25284 -5.83816
H -5.00811 -0.57062 -5.64021
H -3.61565 -1.07858 -4.69047
H -4.86536 2.22817 -5.61921
H -5.58942 2.71993 -4.00094
H -6.25781 1.33042 -4.94764
C 0.86274 -5.45937 7.87252
F 0.01363 -6.46502 8.06095
F 0.50297 -4.45928 8.68397
F 2.07408 -5.86495 8.25350
S 0.85518 -4.93188 6.11338
O -0.49185 -4.49244 5.86637
O 1.27754 -6.08335 5.38028
N 1.93154 -3.76783 6.25013
S 2.26138 -2.98696 4.92760
O 1.19390 -2.15585 4.43481
O 2.99610 -3.70423 3.93361
C 3.47650 -1.80350 5.63476
F 4.52344 -2.43079 6.15827
F 2.93328 -1.05617 6.60299
F 3.92880 -0.97002 4.68717
Na -2.86666 0.72609 -7.18090
Na 1.54887 3.56560 2.58672
Cl 2.73389 0.24307 -2.84554
Li -1.74536 -1.62910 2.37056
Br -6.10594 3.96300 -2.62841
```

Output
HOMO level: -0.2405 Eh

Taken from the Mulliken analysis, the atomic charges in e are: -0.744, -1.251, 0.740, -0.124, -0.708, 0.065, 0.470, -0.030, 0.225, 0.100, -0.182, 0.098, -0.775, -0.478, 0.011, -0.489, 0.140, 0.295, 0.489, 0.527, 0.483, 0.191, 0.195, 0.542, -0.772, 0.338, 0.038, 0.352, -0.637, 0.582, 0.328, -0.868, -0.725, 0.250, -0.963, -1.131, 0.121, -1.035, -0.336, 0.300, 0.288, 0.158, -0.359, 0.334, 0.461, 0.312, 0.384, 0.248, 0.335, 0.359, 0.409, -0.174, 0.477, 0.431, 0.184, -0.241, 0.363, 0.653, -0.212, -0.236, -0.229, 1.059, -0.669, -0.639, -0.341, 0.963, -0.667, -0.638, 0.713, -0.254, -0.255, -0.200, 0.939, 0.991, -0.734, 0.954, -0.805